The following is a DFT calculation (wB97M-V/def2-TZVPD) of 3 unconnected molecules or ions with the total composition C16H23F10O4PS2 in a non-equilibrium geometry.

XYZ file:
```
56
Properties=species:S:1:pos:R:3:forces:R:3:lowdin_charge:R:1
C -1.630343 -2.582183 2.118904 0.3 -0.3 -1.0 -0.0303
C -2.530168 -3.052837 1.226110 -0.2 -0.2 0.4 -0.3463
P -2.556372 -2.477052 -0.483644 2.0 -0.5 -0.6 1.1459
C -2.583620 -0.609695 -0.321088 -1.0 0.3 -0.2 -0.5431
C -2.603923 0.052337 -1.676585 0.1 0.1 -0.2 -0.0855
F -1.431084 -0.218886 0.312324 0.3 -0.2 0.3 -0.0530
C -4.196112 -3.011473 -1.235975 0.3 -0.2 0.9 -0.5816
F -4.042758 -4.347079 -1.463577 0.0 -0.1 0.1 0.0597
F -4.357226 -2.431098 -2.445306 -0.2 0.2 0.1 0.0785
C -5.528030 -2.919986 -0.449318 -0.7 -0.3 -1.0 -0.3668
F -5.468769 -3.612805 0.705191 0.3 0.3 0.0 0.1343
F -6.448671 -3.566041 -1.212465 0.1 0.1 0.0 0.1334
C -6.100903 -1.484834 -0.194186 -0.8 -0.3 0.4 -0.3412
F -5.492647 -0.543669 -0.924757 0.4 0.0 0.1 0.1560
F -7.397825 -1.480408 -0.562631 0.0 0.0 0.0 0.1543
C -6.126079 -1.064241 1.306578 -0.4 0.5 0.1 -0.5224
F -6.429800 0.249073 1.355354 0.3 -0.5 0.1 0.1670
F -4.954657 -1.261830 1.914902 -0.4 0.1 -0.1 0.1725
F -7.104507 -1.724350 1.948273 0.7 0.1 -0.2 0.1768
H -1.922431 -2.332910 3.128251 0.2 -1.2 0.6 0.0673
H -0.586129 -2.476205 1.832685 -0.5 1.4 -0.1 0.0215
H -3.209322 -3.831130 1.556099 -1.1 0.9 0.2 0.0626
H -3.405783 -0.243912 0.290480 -0.1 -0.1 0.1 0.0951
H -2.645350 1.131573 -1.563362 0.0 0.2 0.1 0.0851
H -3.449123 -0.255961 -2.280382 -0.1 -0.1 -0.1 0.0571
H -1.685005 -0.180996 -2.203385 0.1 -0.1 -0.1 0.0827
C 3.914816 0.382680 1.922799 -0.2 -0.1 0.1 -0.2237
C 3.245243 0.774576 3.246197 0.1 -0.1 0.0 -0.2061
C 1.798782 0.266414 3.194048 0.1 0.3 0.2 -0.2101
S 1.811926 -1.170217 2.115547 0.6 0.1 0.1 0.6585
O 1.043257 -0.879161 0.937778 -0.1 -0.2 0.0 -0.3211
O 1.572603 -2.362985 2.893854 -0.2 0.0 -0.1 -0.3323
C 3.545856 -1.080833 1.688565 0.4 0.2 0.1 -0.2225
H 4.995573 0.518722 1.960103 0.0 0.0 0.0 0.1182
H 3.524556 1.003695 1.118436 0.1 -0.1 0.1 0.0690
H 3.771218 0.302153 4.079225 0.0 0.0 0.0 0.1141
H 3.276059 1.850978 3.408310 0.0 0.0 0.0 0.1142
H 1.430887 -0.033398 4.172032 -0.1 -0.1 -0.1 0.1012
H 1.127597 1.000991 2.753160 0.0 -0.1 -0.1 0.1075
H 3.679717 -1.406461 0.659505 -0.1 -0.1 0.0 0.1062
H 4.087152 -1.742640 2.365123 -0.1 -0.1 0.0 0.1049
C 4.576019 4.288708 -2.763817 0.0 -0.1 0.0 -0.2203
C 4.993580 2.950605 -3.388870 0.0 0.0 0.0 -0.2124
C 4.552842 1.838648 -2.427954 0.3 0.0 -0.2 -0.2161
S 3.120753 2.476690 -1.548160 -0.1 0.1 -0.2 0.6695
O 3.463161 2.615373 -0.150623 -0.1 0.1 -0.2 -0.3311
O 1.941701 1.765418 -1.959069 0.0 0.0 0.2 -0.3079
C 3.135045 4.100310 -2.299537 0.2 0.3 -0.1 -0.2286
H 4.661366 5.111072 -3.472111 0.0 0.0 0.0 0.1151
H 5.216357 4.513163 -1.908089 0.0 0.0 0.0 0.1189
H 4.493037 2.825856 -4.350741 0.0 0.0 0.0 0.1173
H 6.066127 2.907290 -3.570788 0.0 0.0 0.0 0.1136
H 4.264510 0.930085 -2.949913 -0.1 0.0 0.1 0.1039
H 5.321360 1.614183 -1.690613 -0.1 0.0 0.1 0.1040
H 2.810247 4.838747 -1.570565 -0.1 -0.1 0.1 0.1079
H 2.445289 4.075937 -3.142318 0.0 -0.1 0.0 0.1086
```
Forces are in eV/Å.

Summary:
- molar mass (g/mol) = 564.44
- SMILES string = C=CP([C@H](C)F)C(F)(F)C(F)(F)C(F)(F)C(F)(F)F.O=S1(=O)CCCC1.O=S1(=O)CCCC1
- E_LUMO (eV) = 0.49
- total charge = 0
- electronic energy (a.u.) = -3060.7128